Record 1
{"formula": "C4H10N2O", "method": "ωB97M-V with the def2-TZVPD basis set", "spin_multiplicity": 1, "orbital_gap_ev": 10.24, "e_tot_ha": -343.1526, "mol_weight_g_mol": 102.137, "lumo_ev": 0.89, "relative_energy_kj_mol": 128.16, "smiles": "C[C@H](N)CNC=O", "species": ["C", "C", "N", "C", "N", "C", "O", "H", "H", "H", "H", "H", "H", "H", "H", "H", "H"], "positions_angstrom": [[-1.498, 0.239, -1.406], [0.010, 0.408, -1.331], [0.542, -0.324, -2.516], [0.648, -0.102, -0.048], [0.288, 0.719, 1.102], [-0.167, 0.030, 2.215], [0.225, -1.068, 2.544], [-1.976, 0.621, -0.500], [-1.836, -0.781, -1.570], [-1.840, 0.967, -2.140], [0.331, 1.440, -1.548], [1.458, 0.001, -2.799], [0.628, -1.322, -2.378], [1.746, -0.170, -0.088], [0.293, -1.127, 0.123], [0.194, 1.716, 1.074], [-0.801, 0.573, 2.928]], "forces_ev_per_angstrom": [[-0.13, 1.59, 0.90], [0.99, -0.98, -1.50], [0.15, 0.30, -0.02], [0.54, 0.32, 0.17], [-1.08, -1.63, 1.00], [1.34, 0.79, 0.69], [-0.50, -0.34, -0.70], [0.06, -0.29, 0.29], [0.17, 0.05, -0.26], [-0.25, -0.62, -0.53], [-0.45, -0.07, 0.46], [0.02, 0.08, 0.15], [-0.20, -0.10, 0.23], [-0.25, 0.06, -0.49], [0.04, 0.28, 0.21], [-0.29, 0.05, -0.32], [-0.17, 0.50, -0.29]]}

***

Record 2
{"formula": "C4H13N2O", "method": "ωB97M-V with the def2-TZVPD basis set", "s2": 2.01, "spin_multiplicity": 3, "orbital_gap_ev": [8.95, 9.62], "e_tot_ha": -344.5394, "mol_weight_g_mol": 105.161, "lumo_ev": [-2.65, -5.32], "relative_energy_kj_mol": 0.00, "charge": 1, "species": ["C", "C", "C", "C", "N", "N", "O", "H", "H", "H", "H", "H", "H", "H", "H", "H", "H", "H", "H", "H"], "positions_angstrom": [[-0.264, 1.087, 1.921], [-1.715, -0.605, 0.919], [2.280, 0.361, -1.423], [0.427, -0.101, -0.070], [-1.002, -1.189, -1.874], [-0.701, 0.434, 0.662], [1.144, 0.811, -0.705], [0.176, 0.344, 2.584], [0.475, 1.859, 1.711], [-1.119, 1.541, 2.418], [-2.601, -0.164, 1.365], [-1.963, -1.073, -0.037], [-1.311, -1.353, 1.599], [2.932, -0.255, -0.799], [2.811, 1.248, -1.753], [1.960, -0.220, -2.292], [0.855, -1.030, 0.289], [-0.625, -2.133, -1.882], [-0.635, -0.717, -2.691], [-1.123, 1.153, 0.059]], "forces_ev_per_angstrom": [[0.17, 0.61, 0.78], [-0.75, -0.83, -0.10], [0.49, -0.39, -0.49], [0.65, -0.48, 0.52], [-0.54, -0.06, -0.40], [0.38, 0.51, -0.30], [-0.64, 0.67, 0.37], [-0.06, -0.09, -0.17], [-0.07, -0.11, -0.17], [-0.08, -0.03, -0.07], [0.08, 0.18, 0.07], [0.01, 0.23, 0.39], [0.15, 0.10, 0.05], [-0.09, 0.09, 0.06], [-0.03, -0.04, 0.04], [0.08, 0.07, 0.07], [-0.01, 0.04, 0.07], [0.10, -0.29, -0.28], [0.10, -0.03, -0.51], [0.05, -0.17, 0.07]]}

***

Record 3
{"formula": "C4H3NO", "method": "ωB97M-V with the def2-TZVPD basis set", "spin_multiplicity": 1, "orbital_gap_ev": 8.04, "e_tot_ha": -283.8908, "mol_weight_g_mol": 81.074, "lumo_ev": -0.64, "relative_energy_kj_mol": 741.09, "species": ["C", "C", "C", "C", "N", "O", "H", "H", "H"], "positions_angstrom": [[0.240, 0.056, -0.249], [0.736, 1.000, 0.425], [-1.205, 0.811, 1.184], [0.121, -1.196, -0.964], [0.519, 2.053, 1.229], [-0.673, 1.846, 1.683], [0.803, -1.859, -0.308], [-0.892, -1.639, -0.941], [0.351, -1.073, -2.060]], "forces_ev_per_angstrom": [[0.33, 2.26, 1.34], [-1.98, -1.15, -0.88], [-0.46, -0.67, -0.25], [0.53, -1.21, 0.49], [4.96, 1.69, -0.80], [-3.21, -1.36, 0.44], [-0.85, 0.32, -1.92], [0.37, 0.45, 0.32], [0.32, -0.33, 1.26]]}

***

Record 4
{"formula": "C4H9NO2", "method": "ωB97M-V with the def2-TZVPD basis set", "spin_multiplicity": 1, "orbital_gap_ev": 6.59, "e_tot_ha": -362.9039, "mol_weight_g_mol": 103.121, "lumo_ev": 7.16, "relative_energy_kj_mol": 22.34, "smiles": "[O-]CCCNC[O-]", "charge": -2, "species": ["O", "C", "C", "C", "N", "C", "O", "H", "H", "H", "H", "H", "H", "H", "H", "H"], "positions_angstrom": [[-3.446, 1.072, -0.244], [-2.534, 0.101, -0.445], [-1.029, 0.528, -0.495], [-0.093, -0.544, 0.092], [1.312, -0.376, -0.180], [2.368, -0.404, 0.876], [3.568, -0.073, 0.422], [-2.572, -0.730, 0.326], [-2.669, -0.483, -1.409], [-0.719, 0.637, -1.533], [-0.811, 1.480, 0.000], [-0.236, -0.563, 1.184], [-0.436, -1.525, -0.263], [1.668, -0.899, -0.969], [1.936, 0.264, 1.667], [2.369, -1.441, 1.333]], "forces_ev_per_angstrom": [[0.01, -0.02, -0.15], [0.15, 0.05, 0.27], [0.34, -0.54, -0.02], [-0.01, -0.21, 0.41], [0.52, 0.65, -0.55], [-0.31, -0.10, -0.06], [0.27, 0.02, 0.01], [-0.05, 0.16, 0.05], [-0.09, 0.05, 0.01], [0.02, 0.27, -0.29], [-0.37, -0.03, 0.07], [0.00, -0.02, -0.06], [-0.21, -0.18, -0.01], [-0.17, -0.02, 0.01], [0.05, 0.05, 0.13], [-0.15, -0.14, 0.19]]}